Here is a structure of composition C41H42MnP2Te from the Open Molecules 2025 dataset. Energies are from ωB97M-V with the def2-TZVPD basis set.

The energy above the lowest of the compared OMol25 structures with the same formula, charge and spin is 0.00 kJ/mol. Its spin multiplicity is 6. The calculation puts the LUMO energy (spin up / spin down) at 0.442 / 0.298 eV. The strongest force on any atom comes out at 2.09 eV Å⁻¹. Its net charge is 0. The expectation value of S² is 8.776. For the HOMO-LUMO gap (spin up / spin down), the calculation gives 6.38 / 5.91 eV.

```
87
C41H42MnP2Te (ωB97M-V with the def2-TZVPD basis set)
Mn 0.928 -1.283 0.661
C -2.178 -0.014 4.937
C -2.781 0.160 3.745
C -3.249 1.443 3.149
C -2.108 2.178 2.385
C -0.932 2.614 3.189
C -0.795 2.509 4.548
C -1.892 2.443 5.551
C -2.137 1.003 6.054
C 1.771 -0.555 3.800
H -1.784 -0.970 5.204
H -3.176 -0.746 3.233
H -3.726 2.107 3.863
H -4.037 1.172 2.421
H -1.753 1.418 1.663
H -2.545 3.005 1.796
H -0.119 3.011 2.592
H 0.204 2.431 4.976
H -2.830 2.839 5.149
H -1.604 3.050 6.423
H -1.277 0.725 6.682
H -3.002 0.985 6.756
H 2.618 -0.053 4.296
H 0.889 0.057 3.824
H 2.020 -0.900 2.798
P 0.071 -2.070 -3.471
P 1.934 0.335 -3.823
C -0.632 -0.513 -4.102
C 0.236 0.455 -4.444
C -0.656 -3.203 -4.797
C -1.801 -2.915 -5.555
C -2.301 -3.840 -6.475
C -1.626 -5.047 -6.697
C -0.448 -5.300 -6.004
C 0.047 -4.395 -5.079
C -0.975 -2.244 -2.011
C -0.782 -1.318 -0.991
C -1.603 -1.349 0.170
C -2.640 -2.264 0.244
C -2.861 -3.147 -0.820
C -2.045 -3.136 -1.937
C 2.664 0.997 -5.452
C 2.531 0.182 -6.597
C 2.834 0.683 -7.861
C 3.304 1.988 -8.011
C 3.512 2.775 -6.876
C 3.218 2.272 -5.603
C 1.995 1.851 -2.799
C 3.156 2.041 -2.018
C 3.370 3.264 -1.390
C 2.426 4.283 -1.497
C 1.221 4.058 -2.177
C 0.995 2.822 -2.795
H -1.730 -0.382 -4.121
H -0.020 1.306 -5.100
H -2.320 -1.955 -5.432
H -3.227 -3.623 -7.019
H -2.027 -5.770 -7.409
H 0.093 -6.236 -6.188
H 0.977 -4.593 -4.550
H 0.059 -0.562 -1.042
H -1.430 -0.587 0.968
H -3.299 -2.268 1.106
H -3.701 -3.856 -0.771
H -2.243 -3.806 -2.771
H 2.158 -0.839 -6.490
H 2.702 0.049 -8.747
H 3.520 2.387 -9.006
H 3.907 3.787 -6.983
H 3.401 2.901 -4.729
H 3.884 1.238 -1.935
H 4.292 3.422 -0.814
H 2.614 5.265 -1.040
H 0.458 4.838 -2.231
H 0.042 2.639 -3.296
Te 1.398 -2.197 5.057
C 1.049 -1.056 6.811
C -0.198 -1.312 7.410
C -0.367 -0.967 8.733
C 0.679 -0.472 9.490
C 1.871 -0.121 8.855
C 2.032 -0.337 7.501
H -0.984 -1.784 6.778
H -1.383 -1.089 9.194
H 0.553 -0.297 10.574
H 2.673 0.362 9.442
H 2.917 0.019 6.931
```

Atomic partial charges in e from the Löwdin method, atoms 1 to 2:
1. Mn 0.663
2. C -0.094

***

Here is a structure of composition C41H42N3 from the Open Molecules 2025 dataset. Energies are from ωB97M-V with the def2-TZVPD basis set.

The energy above the lowest of the compared OMol25 structures with the same formula, charge and spin is 0.00 kJ/mol. Its spin multiplicity is 1. The calculation puts the LUMO energy at -2.768 eV. The strongest force on any atom comes out at 2.75 eV Å⁻¹. Its net charge is +1. For the HOMO-LUMO gap, the calculation gives 7.22 eV.

```
86
C41H42N3 (ωB97M-V with the def2-TZVPD basis set)
C 0.580 2.570 6.355
C -0.205 1.428 6.186
C -0.417 0.903 4.907
C 0.186 1.491 3.793
C -0.065 0.975 2.342
C -0.714 -0.414 2.396
C -1.966 -0.673 1.834
C -2.349 -1.995 1.581
C -1.503 -3.050 1.944
C -0.337 -2.786 2.668
C -0.019 -1.466 3.000
C -0.923 2.019 1.624
C -2.153 2.356 2.213
C -2.975 3.320 1.622
C -2.568 3.982 0.462
C -1.326 3.692 -0.088
C -0.508 2.717 0.491
C 1.275 0.872 1.601
C 2.446 0.323 2.408
C 3.358 -0.263 1.359
C 2.483 -0.651 0.168
N 1.221 0.146 0.306
C 0.955 2.652 3.956
C 1.151 3.189 5.235
H 0.753 2.985 7.351
H -0.674 0.944 7.045
H -1.057 0.022 4.811
H -2.634 0.142 1.557
H -3.300 -2.187 1.086
H -1.760 -4.077 1.671
H 0.314 -3.589 3.009
H 0.730 -1.285 3.775
H -2.469 1.874 3.141
H -3.945 3.554 2.069
H -3.211 4.721 -0.027
H -0.963 4.205 -0.974
H 0.459 2.547 0.014
H 1.612 1.860 1.283
H 2.876 1.112 3.043
H 2.150 -0.454 3.105
H 4.026 0.512 0.988
H 4.006 -1.062 1.730
H 2.907 -0.337 -0.797
H 2.327 -1.732 0.145
H 1.292 0.910 -0.383
H 1.393 3.131 3.075
H 1.745 4.101 5.338
C 2.661 -5.903 -3.510
N 2.858 -4.496 -3.768
C 4.015 -4.120 -4.556
C 2.098 -3.540 -3.153
C 2.325 -2.170 -3.436
C 1.630 -1.173 -2.776
C 0.701 -1.513 -1.781
C -0.047 -0.475 -0.974
C -0.767 0.558 -1.765
C -2.201 0.849 -1.681
C -3.260 0.432 -0.867
C -4.465 1.151 -0.926
C -4.666 2.163 -1.872
C -3.693 2.439 -2.846
C -2.478 1.789 -2.713
N -1.329 1.987 -3.456
C -1.242 2.909 -4.574
C -0.294 1.263 -2.908
C 0.350 -2.861 -1.593
C 1.042 -3.857 -2.264
H 1.616 -6.178 -3.692
H 3.295 -6.473 -4.194
H 2.917 -6.199 -2.481
H 3.716 -3.442 -5.370
H 4.798 -3.613 -3.962
H 4.451 -5.022 -5.001
H 3.101 -1.868 -4.134
H 1.858 -0.128 -3.021
H -0.672 -0.850 -0.148
H -3.177 -0.502 -0.295
H -5.271 0.917 -0.223
H -5.551 2.799 -1.833
H -3.814 3.186 -3.625
H -2.152 3.515 -4.587
H -0.392 3.580 -4.428
H -1.132 2.420 -5.553
H 0.633 1.221 -3.470
H -0.462 -3.123 -0.915
H 0.796 -4.898 -2.068
```

Atomic partial charges in e from the Löwdin method, atoms 1 to 2:
1. C -0.076
2. C -0.061

***

Here is a structure of composition C41H42P2PbS from the Open Molecules 2025 dataset. Energies are from ωB97M-V with the def2-TZVPD basis set.

The energy above the lowest of the compared OMol25 structures with the same formula, charge and spin is 527.55 kJ/mol. Its spin multiplicity is 1. The calculation puts the LUMO energy (spin up / spin down) at -0.973 / -0.527 eV. The strongest force on any atom comes out at 3.43 eV Å⁻¹. Its net charge is 0. For the HOMO-LUMO gap (spin up / spin down), the calculation gives 4.27 / 5.75 eV.

```
87
C41H42P2PbS (ωB97M-V with the def2-TZVPD basis set)
Pb 0.521 -0.539 2.136
C 1.415 -3.869 0.145
C 0.724 -3.274 -0.840
C -0.594 -3.779 -1.307
C -1.646 -3.993 -0.193
C -1.609 -3.099 1.013
C -0.678 -3.234 1.986
C 0.030 -4.554 2.171
C 0.892 -4.974 0.977
C 1.042 1.887 1.891
H 2.467 -3.668 0.318
H 1.204 -2.597 -1.545
H -0.360 -4.757 -1.785
H -0.974 -3.134 -2.118
H -2.645 -3.927 -0.679
H -1.515 -5.047 0.145
H -2.470 -2.451 1.123
H -0.580 -2.503 2.804
H -0.750 -5.358 2.303
H 0.616 -4.546 3.107
H 1.746 -5.562 1.342
H 0.307 -5.597 0.290
H 1.131 2.468 2.830
H 0.387 2.528 1.257
H 2.038 1.986 1.412
P 0.856 0.183 -1.401
P -2.105 0.818 1.121
C -0.827 -0.460 -1.206
C -1.866 -0.240 -0.290
C 1.054 0.124 -3.224
C 0.478 -0.827 -4.091
C 0.689 -0.741 -5.473
C 1.510 0.262 -6.007
C 2.124 1.168 -5.137
C 1.867 1.117 -3.769
C 2.363 -0.800 -0.718
C 2.580 -1.278 0.638
C 3.885 -1.639 1.074
C 4.813 -2.094 0.131
C 4.493 -1.945 -1.227
C 3.318 -1.284 -1.619
C -3.591 1.871 1.023
C -3.758 2.673 -0.136
C -4.979 3.301 -0.363
C -6.002 3.204 0.597
C -5.731 2.640 1.854
C -4.532 1.968 2.082
C -2.078 0.182 2.838
C -1.237 0.924 3.751
C -0.718 0.346 4.919
C -1.186 -0.909 5.338
C -2.094 -1.594 4.530
C -2.623 -1.015 3.380
H -1.130 -1.012 -2.127
H -2.797 -0.824 -0.514
H -0.142 -1.637 -3.716
H 0.235 -1.477 -6.137
H 1.685 0.312 -7.088
H 2.820 1.905 -5.536
H 2.279 1.885 -3.129
H 1.818 -2.013 1.042
H 4.100 -1.734 2.148
H 5.742 -2.585 0.429
H 5.171 -2.331 -1.971
H 3.152 -1.167 -2.690
H -2.921 2.792 -0.829
H -5.123 3.865 -1.282
H -7.008 3.591 0.366
H -6.469 2.723 2.660
H -4.308 1.545 3.069
H -1.012 1.961 3.475
H 0.027 0.867 5.531
H -0.860 -1.347 6.286
H -2.376 -2.629 4.788
H -3.452 -1.531 2.875
S 0.441 2.690 -1.258
C 1.330 4.143 -1.255
C 0.594 5.338 -1.441
C 1.198 6.574 -1.387
C 2.579 6.665 -1.173
C 3.348 5.498 -1.081
C 2.734 4.253 -1.124
H -0.459 5.256 -1.654
H 0.602 7.481 -1.517
H 3.058 7.642 -1.084
H 4.421 5.588 -0.985
H 3.318 3.349 -1.086
```

Atomic partial charges in e from the Löwdin method, atoms 1 to 2:
1. Pb 1.327
2. C -0.124

***

Here is a structure of composition C41H42P2STi from the Open Molecules 2025 dataset. Energies are from ωB97M-V with the def2-TZVPD basis set.

The energy above the lowest of the compared OMol25 structures with the same formula, charge and spin is 0.00 kJ/mol. Its spin multiplicity is 1. The calculation puts the LUMO energy at -6.951 eV. The strongest force on any atom comes out at 4.12 eV Å⁻¹. Its net charge is +2. For the HOMO-LUMO gap, the calculation gives 5.87 eV.

```
87
C41H42P2STi (ωB97M-V with the def2-TZVPD basis set)
Ti 0.187 -0.831 1.059
C -0.803 3.148 -1.408
C -1.441 3.120 -0.234
C -2.902 3.420 -0.078
C -3.815 2.835 -1.195
C -3.399 1.491 -1.705
C -2.654 1.334 -2.807
C -2.020 2.472 -3.577
C -1.470 3.609 -2.669
C 0.447 -3.112 0.676
H 0.275 2.989 -1.499
H -0.881 3.180 0.707
H -3.010 4.524 -0.112
H -3.267 3.061 0.906
H -4.818 2.727 -0.748
H -3.927 3.567 -2.022
H -3.861 0.636 -1.207
H -2.522 0.361 -3.280
H -2.762 2.915 -4.276
H -1.193 2.069 -4.207
H -0.717 4.132 -3.281
H -2.284 4.333 -2.457
H 1.403 -3.344 0.217
H -0.168 -4.029 0.711
H 0.635 -2.885 1.774
P 0.869 1.424 1.348
P -0.716 -2.038 -0.867
C -0.777 0.806 0.691
C -0.896 -0.187 -0.439
C 0.502 2.068 2.984
C -0.677 2.763 3.327
C -0.877 3.135 4.654
C 0.044 2.761 5.640
C 1.173 2.008 5.300
C 1.414 1.667 3.977
C 1.982 2.393 0.320
C 2.399 1.882 -0.928
C 3.248 2.635 -1.727
C 3.663 3.904 -1.316
C 3.219 4.425 -0.096
C 2.351 3.700 0.712
C -2.173 -3.113 -0.527
C -2.679 -3.085 0.790
C -3.456 -4.130 1.274
C -3.863 -5.165 0.424
C -3.422 -5.159 -0.906
C -2.594 -4.145 -1.393
C -0.363 -2.064 -2.684
C 0.961 -2.411 -3.018
C 1.373 -2.513 -4.350
C 0.496 -2.176 -5.390
C -0.788 -1.726 -5.075
C -1.252 -1.760 -3.752
H -1.624 0.907 1.397
H -1.570 0.142 -1.232
H -1.432 3.010 2.574
H -1.774 3.699 4.922
H -0.142 3.025 6.679
H 1.864 1.671 6.066
H 2.282 1.073 3.681
H 2.035 0.916 -1.282
H 3.605 2.221 -2.667
H 4.350 4.475 -1.935
H 3.572 5.398 0.233
H 1.939 4.149 1.619
H -2.462 -2.251 1.463
H -3.761 -4.152 2.318
H -4.489 -5.977 0.803
H -3.726 -5.976 -1.558
H -2.326 -4.145 -2.451
H 1.661 -2.648 -2.215
H 2.379 -2.848 -4.576
H 0.822 -2.239 -6.429
H -1.445 -1.351 -5.873
H -2.332 -1.590 -3.569
S 2.539 -0.771 1.165
C 3.419 -1.961 2.117
C 3.031 -2.218 3.447
C 3.646 -3.260 4.149
C 4.689 -4.002 3.566
C 5.132 -3.684 2.274
C 4.511 -2.662 1.553
H 2.216 -1.628 3.866
H 3.288 -3.491 5.150
H 5.146 -4.815 4.127
H 5.958 -4.243 1.823
H 4.806 -2.393 0.533
```

Atomic partial charges in e from the Löwdin method, atoms 1 to 2:
1. Ti 0.454
2. C -0.089

***

Q: Number 3 is which compound?
A: C41H42P2PbS